1.
ORCA calculation (ωB97M-V with the def2-TZVPD basis set) on 6 unconnected molecules or ions with the total composition C30H63N3O9 in a non-equilibrium geometry.

Positions of all 105 atoms, in Å:
H -2.8150 0.4655 -0.1347
H 6.7904 -0.7676 0.2244
O 0.2478 -2.5087 -1.6195
H 6.0195 -1.2174 -2.7487
C 0.4459 2.1224 4.2854
H 9.1259 -0.4463 -0.9511
C 4.9323 -3.9055 0.2583
H -4.8817 1.4346 -0.5252
C -3.6271 0.0452 0.4648
O -3.5027 -2.1567 -4.7312
O 1.8430 -2.4358 -0.0866
C 0.6263 2.5726 1.8404
H 1.9056 1.8416 -4.2449
H -4.6886 -1.7221 2.3454
H 2.4069 3.0778 3.9518
H 8.5694 -2.0636 -0.8225
C 0.4095 2.2771 0.3603
H -9.1856 -0.2124 0.1175
C -3.4071 -1.4514 0.6483
H -7.5224 0.1739 1.8008
C -4.5907 -2.0220 1.2960
O 4.1820 -3.8615 -0.9018
H 3.3528 -0.3701 3.3033
H -8.4176 -1.8958 -0.1178
C -7.2938 -0.1396 -0.8442
H -4.3543 -3.0759 1.4660
H 3.8402 -0.6001 0.0882
H -3.2060 -1.9744 -0.2869
C 2.3176 0.1847 -2.8371
C 7.0191 -0.5646 -0.8217
O -2.8350 -0.9187 -2.9909
H -5.7764 0.7438 1.9758
C 1.2949 0.2683 2.7751
H -1.6588 1.8860 2.6406
H 1.6233 2.9717 2.0288
H -0.0648 3.0850 4.3271
H 3.1967 0.9892 -4.7133
N 4.5981 0.0211 -1.7709
H -0.1760 4.3531 -0.0742
C 2.7668 1.2002 4.7366
H 0.7737 -0.6345 3.0939
H -6.1218 -2.3971 -0.2646
H 3.2204 1.1326 2.5470
H 3.3805 2.7084 -2.2060
O 6.0418 -4.5159 0.2791
H 5.4398 -1.9192 -1.3106
H -1.4704 0.3965 3.6042
H 1.8687 3.0435 5.6188
C -8.5972 -0.8930 -0.4987
C -6.6264 0.5599 1.3220
C -9.3987 -1.1454 -1.7871
H 0.3700 3.5994 -1.5101
O 4.5572 -3.2257 1.2303
C 8.3524 -1.1229 -1.3236
C 2.7495 1.3340 -3.7750
C 0.6876 -2.0808 -0.4281
H 1.5180 3.9548 -0.1566
H -3.6460 0.6195 1.3922
H 3.7631 1.6032 4.9237
H 3.2171 -1.6313 -2.0676
H 0.0261 3.3803 2.2665
H -1.1004 0.3508 1.8514
C 1.8913 2.4671 4.6947
C 3.5283 -0.7219 -2.5828
H 1.6141 -0.5058 -3.3036
H -2.4611 -1.5129 1.1889
C 2.7394 0.5309 3.3222
H 1.4245 -0.0069 1.7251
H -6.7803 -1.9820 1.2415
H 1.1961 1.5683 0.1015
H -7.0256 -0.5151 -1.8355
H -4.8681 -0.0101 -1.4727
O -2.9409 -3.1405 -2.7626
H 3.4806 1.0829 -0.2658
H -9.3915 -0.2494 -2.4085
H 5.0352 0.8663 0.2361
H -7.4371 0.9128 -1.0904
H 4.1581 2.8846 -3.7326
H -6.9058 1.5289 0.9076
H 8.3912 -1.0034 -2.4048
H -2.5636 -2.5475 -2.0892
O -0.0943 -1.4100 0.3167
H 5.8005 1.8746 -2.0023
H 7.0507 0.5305 -0.8047
C 5.7897 -0.9724 -1.7115
N 0.3465 1.4747 2.9052
N -6.1296 -0.2539 0.1651
C -4.8306 0.3469 -0.4432
H -0.5643 1.8384 0.1427
C -5.9339 -1.7539 0.5955
C 0.5237 3.5954 -0.4334
C -3.0399 -2.0141 -3.6024
H -8.9682 -2.0300 -2.2561
H 5.5603 0.8806 -3.3393
H 3.9474 -0.8842 -3.5749
H -0.0570 1.4106 4.9375
H 1.9329 0.5710 -1.8934
H -0.5165 -1.8998 -1.4538
H 2.4882 0.5457 5.5614
C 3.8454 2.1302 -3.0084
C 4.2677 0.3231 -0.3100
H -10.4497 -1.3863 -1.6296
H 3.5075 -3.3430 -0.4107
C 5.0156 1.2974 -2.4875
C -1.0930 0.9614 2.7552

Its largest force on an atom is 4.9 eV/Å. The calculation puts the molar mass at 609.85 g mol⁻¹. As for the lowest unoccupied orbital energy: -0.029 Eh. The calculation puts the HOMO energy at -5.5 eV. The calculation puts the electronic energy at -2022.09263 Ha.

***

2.
ORCA calculation (ωB97M-V with the def2-TZVPD basis set) on a molecular structure, C2H4OPd in a non-equilibrium geometry.

Positions of all 8 atoms, in Å:
H -0.6836 -0.3074 1.5246
H -1.4990 0.0103 0.9519
C -0.7606 0.0911 -0.4513
C 0.3594 -0.3187 0.2581
Pd 2.7947 -0.0028 -0.6662
H -0.9352 -0.4657 -1.3745
O 1.5482 -0.1859 0.3247
H -0.8239 1.1790 -0.5673

The spin multiplicity is 4. Its largest force on an atom is 16.9 eV/Å. The calculation puts the molar mass at 150.47 g mol⁻¹. As for the lowest unoccupied orbital energy (alpha / beta): -0.191 / -0.265 Eh. The calculation puts the HOMO energy (alpha / beta) at -12.8 / -15.7 eV. As for the total charge: +1. As for the expectation value of S²: 3.758. The calculation puts the electronic energy at -281.03929 Ha.

***

3.
ORCA calculation (ωB97M-V with the def2-TZVPD basis set) on a gas-phase ion, C2H3O3Si (charge -1) in a non-equilibrium geometry.

Positions of all 9 atoms, in Å:
H -0.2342 0.5151 -1.4626
C 2.4910 0.1432 -0.0865
H -0.5734 -1.3469 -0.0246
Si 0.1842 0.0178 0.0134
C 3.8236 -0.0924 0.1977
H -0.3412 0.8122 1.0372
O 5.0036 -0.2040 -0.0532
O 1.8013 1.2644 0.0335
O 1.6487 -0.8978 -0.0963

Its largest force on an atom is 4.0 eV/Å. The calculation puts the molar mass at 103.13 g mol⁻¹. As for the lowest unoccupied orbital energy: 0.149 Eh. The calculation puts the HOMO energy at -2.5 eV. As for the total charge: -1. The calculation puts the electronic energy at -593.22250 Ha.

***

4.
ORCA calculation (ωB97M-V with the def2-TZVPD basis set) on a single C2H8O2P2S molecule in a non-equilibrium geometry.

Positions of all 15 atoms, in Å:
S 0.7252 -1.5546 1.4543
H -0.3271 0.5036 1.4417
C 0.4496 0.1149 0.8462
H 2.3651 0.7248 0.0791
O -0.3181 1.4226 -1.7401
P -2.0932 -0.5919 -0.9060
H -2.5091 0.0501 -2.1741
H -1.8602 -2.0119 -1.3527
O -0.6541 -2.3035 0.9534
C 1.7099 1.0147 0.8386
H 1.2565 1.9819 0.4431
H -1.4313 -2.3052 1.4167
H 2.2852 1.0623 1.8955
P -0.0514 -0.1127 -1.1853
H 0.4527 2.0051 -2.0104

Its largest force on an atom is 4.4 eV/Å. The calculation puts the molar mass at 158.10 g mol⁻¹. As for the lowest unoccupied orbital energy: 0.017 Eh. The calculation puts the HOMO energy at -8.2 eV. The structure (SMILES) is C[C@H](SO)P(O)#[PH2]. The calculation puts the electronic energy at -1312.29705 Ha.

***

5.
ORCA calculation (ωB97M-V with the def2-TZVPD basis set) on 2 unconnected molecules or ions with the total composition C18H22N2O4 in a non-equilibrium geometry.

Positions of all 46 atoms, in Å:
C 4.4014 0.7993 -0.6291
H 1.1650 1.4516 -0.9907
H -6.1485 0.5946 0.4835
C 5.4419 -1.3535 0.1537
H 5.4378 -0.5233 -1.9289
H 5.8199 2.3826 -0.1703
O 3.3635 -2.0522 -0.7945
H 6.9856 -2.3116 -0.4746
H -4.8474 -1.3070 1.5976
O -5.8193 -1.0006 -2.0246
H -3.7265 -0.3538 -1.7065
C 3.0515 0.4578 -0.8020
H -0.4974 2.0248 -0.0320
H -1.3775 1.4905 2.3020
N 6.7040 -2.0085 0.3996
O 4.5127 -3.5663 0.3550
C 5.4818 -0.2191 -0.9488
H 1.7532 3.5414 0.0468
C -3.1791 0.0640 -0.8392
H 6.5340 0.3080 -0.7876
H -7.4942 -0.2562 1.8811
C 4.3384 -2.3335 -0.1134
C -4.8540 -1.0525 0.5554
H -7.1097 -1.7649 1.7462
C -3.6747 -0.1821 0.4063
H -4.6961 -1.9628 0.0349
H 7.2849 -1.3525 0.6096
H -1.6626 1.1582 -1.9428
C 3.8176 3.0572 0.1545
C -1.8534 1.0997 1.3863
H 5.3336 -3.6622 0.8821
H 4.1289 4.1548 0.4675
C 4.7882 2.1226 -0.2464
C 2.4851 2.7572 0.0139
C 2.1366 1.5005 -0.6024
C -6.5877 -0.7337 -1.1477
C -1.9783 0.8348 -1.0087
H -8.2873 -0.5484 -0.5126
H 5.1348 -0.8621 1.0262
C -3.0291 0.3540 1.5117
H 2.8271 -0.5448 -1.0489
C -6.2020 -0.4780 0.3427
H -3.4565 0.2760 2.4046
C -1.2877 1.3309 0.1083
O -7.8583 -0.4130 -1.3565
N -7.3001 -0.9181 1.2386

Its largest force on an atom is 7.2 eV/Å. The calculation puts the molar mass at 330.38 g mol⁻¹. As for the lowest unoccupied orbital energy: 0.023 Eh. The calculation puts the HOMO energy at -8.8 eV. The structure (SMILES) is N[C@@H](Cc1ccccc1)C(=O)O.N[C@@H](Cc1ccccc1)C(=O)O. The calculation puts the electronic energy at -1109.51248 Ha.